Entry 1:
Entry from OMol25: a molecular structure, C53H65Cl2InN8O9PSe (the ωB97M-V functional and the def2-TZVPD basis).

For the LUMO energy, the calculation gives 2.243 eV. The HOMO energy is -5.19 eV. The value obtained for the energy relative to the best compared isomer or geometry (same formula, charge and spin) is 0.0 kcal per mole. The calculation puts the HOMO-LUMO gap at 0.27304 Ha. Its max |F| is 0.74 eV/A.

Structure (ORCA input):
```
! RIJCOSX wB97M-V def2-TZVPD def2/J DEFGRID3
* xyz -1 1
In 0.07450 0.32455 0.45265
C -7.17580 -0.86104 -1.71975
O -6.37551 -0.32312 -0.69053
C -5.99029 0.98352 -0.82040
C -6.47054 1.85939 -1.77754
C -5.96921 3.15804 -1.84071
C -4.99418 3.56804 -0.95053
C -4.51763 2.68814 0.01328
C -5.00558 1.39347 0.08489
N -4.50878 0.46529 1.01719
C -3.09341 0.44806 1.19033
N -2.75110 0.61023 2.48656
C -1.51075 0.66198 3.16182
C -0.24741 0.60546 2.57161
C 0.84946 0.72643 3.42802
C 0.72469 0.88980 4.79963
C -0.54039 0.91396 5.36847
C -1.64364 0.79195 4.55082
O -2.92170 0.81014 5.09547
C -3.30559 -0.46241 5.60776
N -2.27245 0.33190 0.21099
C -2.78609 0.05309 -1.08582
C -2.59510 0.97736 -2.10029
C -3.08813 0.74860 -3.37887
C -3.75603 -0.43335 -3.65044
C -3.93100 -1.38630 -2.65209
C -3.45756 -1.14533 -1.36863
O -3.63245 -1.99746 -0.33024
C -4.08451 -3.30619 -0.62878
H -7.33266 -1.90782 -1.47047
H -6.66789 -0.78846 -2.68615
H -8.14455 -0.35623 -1.77891
H -7.21608 1.53674 -2.49076
H -6.33922 3.83486 -2.60018
H -4.58143 4.56701 -1.00750
H -3.72255 2.99305 0.68485
H -4.87390 -0.46957 0.88103
H -3.54072 0.79595 3.08282
H 1.84721 0.69004 3.00365
H 1.60588 0.99044 5.42220
H -0.68573 1.03420 6.43544
H -2.64673 -0.76789 6.42409
H -3.26877 -1.22498 4.82393
H -4.32377 -0.36265 5.97910
H -2.06383 1.88953 -1.85781
H -2.94149 1.48952 -4.15491
H -4.13862 -0.63065 -4.64496
H -4.44072 -2.31377 -2.87760
H -4.01971 -3.86182 0.30321
H -3.43486 -3.78025 -1.36640
H -5.12265 -3.29252 -0.98126
O 0.59635 0.45974 -1.60681
P 1.35940 0.21972 -2.86389
N 0.82512 1.34144 -3.95784
C 1.56673 1.61512 -5.20316
C 1.30182 3.10271 -5.50178
C 0.86165 3.68866 -4.15909
C 0.06996 2.54163 -3.55291
N 2.99416 0.39335 -2.76297
C 3.73670 -0.60635 -1.95813
C 5.11064 0.02787 -1.83578
C 4.78806 1.51010 -1.62948
C 3.49396 1.75081 -2.42745
N 1.17713 -1.32031 -3.40067
C 1.84595 -1.79366 -4.61942
C 0.69722 -2.14725 -5.55914
C -0.33388 -2.74152 -4.60006
C -0.18148 -1.92174 -3.31219
H 1.21729 0.98144 -6.02252
H 2.63076 1.41417 -5.05921
H 0.49186 3.19624 -6.22916
H 2.18092 3.59176 -5.92228
H 0.26971 4.59844 -4.25181
H 1.71943 3.91609 -3.52246
H -0.93709 2.50701 -3.98615
H -0.02576 2.59016 -2.47004
H 3.73735 -1.57769 -2.44977
H 3.28512 -0.72247 -0.96966
H 5.66664 -0.11607 -2.76774
H 5.68290 -0.39683 -1.01194
H 5.59431 2.16530 -1.96043
H 4.61130 1.70146 -0.57111
H 3.67554 2.30960 -3.34956
H 2.76721 2.30408 -1.82488
H 2.43445 -2.68887 -4.38848
H 2.53123 -1.04174 -5.01059
H 0.99950 -2.83229 -6.35304
H 0.30006 -1.23870 -6.02040
H -0.10061 -3.79037 -4.40155
H -1.35247 -2.69553 -4.98672
H -0.26794 -2.53578 -2.42179
H -0.93380 -1.13521 -3.24458
C 2.44260 2.83819 1.25669
O 2.15547 1.62361 0.57442
H 2.84510 3.58292 0.56548
H 3.16027 2.66200 2.06248
H 1.52256 3.23470 1.68317
H 2.88163 0.97706 0.74307
Se 0.08207 5.35538 -0.83496
C -0.26486 3.66262 -0.34027
N -0.49156 2.56612 -0.01983
Cl -1.86202 -2.80386 2.46476
C -0.34451 -3.18431 1.58965
Cl 0.13846 -4.85214 1.93994
C -0.52602 -2.90916 0.07387
O -0.69166 -3.85923 -0.68419
O -0.48982 -1.68003 -0.26042
H 0.42200 -2.53170 1.98505
C 5.15766 -4.51621 -3.86811
C 4.39784 -4.25091 -2.59260
C 3.01447 -4.41278 -2.58032
C 2.28269 -4.14667 -1.43290
C 2.92854 -3.75916 -0.27312
C 4.31598 -3.60834 -0.26449
N 5.00359 -3.23516 0.90190
C 4.34872 -3.20989 2.15407
C 4.65606 -4.16332 3.11999
C 3.99586 -4.17972 4.33984
C 2.97796 -3.26880 4.58097
C 2.66049 -2.32888 3.61104
C 3.36442 -2.26375 2.41322
C 3.05029 -1.12933 1.46408
O 3.95400 -0.30662 1.21750
O 1.87836 -1.10287 0.99882
C 5.05943 -3.83160 -1.43592
C 6.55196 -3.64104 -1.39707
H 4.48524 -4.90244 -4.63387
H 5.95768 -5.24597 -3.72518
H 5.61740 -3.60480 -4.25975
H 2.51078 -4.75350 -3.47819
H 1.20328 -4.24768 -1.42498
H 2.35162 -3.57865 0.62523
H 5.94548 -3.58273 0.95394
H 5.40771 -4.91222 2.89400
H 4.25443 -4.92435 5.08258
H 2.42540 -3.29151 5.51166
H 1.86706 -1.61184 3.78976
H 6.80965 -2.72101 -0.86720
H 6.98046 -3.58337 -2.39502
H 7.05764 -4.46478 -0.87783
*
```

Here are the Löwdin charges for atoms 1 to 5, given in e: 0.759, -0.084, -0.093, -0.222, -0.025

=====

Entry 2:
Entry from OMol25: a molecular structure, C53H66Br2Cl2N5O2RbS at a distorted geometry (the ωB97M-V functional and the def2-TZVPD basis).

For the LUMO energy, the calculation gives 3.613 eV. The HOMO energy is -1.24 eV. The value obtained for the energy relative to the best compared isomer or geometry (same formula, charge and spin) is 12.5 kcal per mole. The calculation puts the HOMO-LUMO gap at 0.17842 Ha. Its max |F| is 1.23 eV/A.

Structure (ORCA input):
```
! RIJCOSX wB97M-V def2-TZVPD def2/J DEFGRID3
* xyz -2 1
Rb 0.35786 -0.41960 -0.38211
C -1.85558 6.16257 1.11048
C -0.51246 5.71401 0.52045
C -0.17473 4.31160 0.92109
C 0.62223 3.90177 1.94620
C 1.39671 4.74049 2.91459
C 0.62811 4.96340 4.22345
C 0.54209 2.43871 1.96234
N -0.23427 2.00815 0.95045
C -0.71893 3.09291 0.31802
C -1.63191 3.06944 -0.74288
C -2.24824 1.94116 -1.29816
C -3.15851 1.94250 -2.44691
C -3.61153 3.15474 -3.20037
C -4.78971 3.85549 -2.51252
C -3.48556 0.63848 -2.67080
C -2.79282 -0.13676 -1.63678
C -2.93119 -1.51587 -1.44184
C -2.44070 -2.29932 -0.39155
N -1.65804 -1.86088 0.60694
C -1.45326 -2.88201 1.45280
C -0.68036 -2.81410 2.61659
C 0.04579 -1.71656 3.09131
N 0.16478 -0.54197 2.44760
C 0.86933 0.28888 3.23234
C 1.09555 1.64396 2.97271
C 1.27787 -0.40553 4.45739
C 0.74998 -1.65723 4.37678
C 0.82933 -2.75244 5.39709
C 1.84399 -3.84215 5.03139
C 2.05944 0.20146 5.58128
C 1.16841 1.00805 6.53320
C -2.15806 -4.07638 0.97442
C -2.76582 -3.71543 -0.18669
C -3.54016 -4.58543 -1.12708
C -2.65547 -5.03838 -2.29648
C -2.19615 -5.40423 1.66636
C -3.29541 -5.45468 2.73516
N -2.06084 0.68386 -0.86637
C -4.37755 0.08006 -3.73516
C -5.81141 -0.14334 -3.23905
H -2.13092 7.16300 0.76479
H -1.80453 6.17619 2.19967
H -2.63957 5.46240 0.82242
H 0.27517 6.39590 0.85707
H -0.56328 5.79321 -0.57030
H 1.62798 5.71036 2.46250
H 2.35030 4.25252 3.13568
H -0.32817 5.44720 4.02259
H 1.19896 5.58774 4.91626
H 0.42293 4.00657 4.70248
H -1.90281 4.03175 -1.17022
H -3.90715 2.87325 -4.21578
H -2.78091 3.86201 -3.28823
H -5.65060 3.18783 -2.46216
H -5.08558 4.76124 -3.04946
H -4.51600 4.12711 -1.49272
H -3.54539 -2.03201 -2.17366
H -0.66015 -3.70813 3.23396
H 1.70343 2.16897 3.70321
H -0.15700 -3.21182 5.51376
H 1.10382 -2.32931 6.36823
H 1.58272 -4.30758 4.08080
H 1.87440 -4.62087 5.79855
H 2.84256 -3.41466 4.93318
H 2.83248 0.85668 5.17034
H 2.57351 -0.58030 6.14849
H 0.64282 1.79131 5.98713
H 1.75502 1.47412 7.32991
H 0.41738 0.36268 6.99126
H -4.40655 -4.04331 -1.51742
H -3.92247 -5.46212 -0.59526
H -2.25321 -4.17070 -2.81947
H -3.21284 -5.65082 -3.01043
H -1.80862 -5.61527 -1.92296
H -1.22871 -5.60097 2.13582
H -2.36636 -6.20394 0.93992
H -3.13797 -4.66433 3.46981
H -3.30864 -6.41759 3.25413
H -4.27210 -5.29041 2.27715
H -3.96621 -0.86943 -4.08820
H -4.39680 0.75774 -4.59471
H -5.80920 -0.79327 -2.36373
H -6.43013 -0.59832 -4.01749
H -6.26762 0.80417 -2.94780
C 3.26780 -2.41257 1.87951
C 3.28756 -3.20719 0.60808
C 4.01763 -4.40908 0.52241
C 3.95316 -5.15895 -0.61894
C 3.17274 -4.71942 -1.70790
C 3.03621 -5.40571 -2.92894
Br 3.92910 -7.08351 -3.20700
C 2.28514 -4.89273 -3.95960
C 1.63687 -3.68301 -3.79428
Br 0.60820 -2.98816 -5.24264
C 1.66901 -2.89051 -2.61222
O 1.07840 -1.80321 -2.49021
C 2.49302 -3.47626 -1.54330
N 2.56809 -2.77058 -0.40247
H 4.14244 -2.62443 2.49638
H 2.37085 -2.67186 2.44374
H 3.20153 -1.34525 1.68074
H 4.62500 -4.72228 1.36296
H 4.50335 -6.08852 -0.68857
H 2.20065 -5.42328 -4.89806
Cl 2.91593 0.99599 0.50771
C 4.32018 0.29911 -0.30083
Cl 5.80504 0.55608 0.63838
H 4.42975 0.76496 -1.27069
H 4.16041 -0.77020 -0.39954
C 2.74993 4.87343 -0.76252
C 2.31101 4.91095 -2.22519
C 2.69244 3.64029 -2.97346
S 1.81925 2.14840 -2.28749
O 2.69988 1.01327 -2.65483
C 0.39950 2.11885 -3.46347
C 0.54554 1.01417 -4.49729
C 1.52900 1.35989 -5.61212
H 2.53536 5.82255 -0.26932
H 3.82197 4.68049 -0.68573
H 2.22086 4.09030 -0.22246
H 2.77033 5.77059 -2.72480
H 1.22611 5.04803 -2.27632
H 3.74928 3.40495 -2.83743
H 2.48021 3.70497 -4.04036
H 0.30498 3.10982 -3.91471
H -0.46444 1.93881 -2.82652
H -0.44084 0.80297 -4.91747
H 0.88189 0.10508 -3.99295
H 1.27041 2.31211 -6.08705
H 1.52262 0.58205 -6.37661
H 2.53992 1.43043 -5.21140
*
```

Here are the Löwdin charges for atoms 1 to 5, given in e: 0.861, -0.091, -0.209, -0.166, -0.161